1.
The following is a quantum chemistry calculation of C2H4O6S3 as an isolated structure, from the Open Molecules 2025 dataset.

Values from the calculation:
Spin multiplicity: 1
Charge: -2
Kohn-Sham gap (eV): 6.534
Energy above the lowest of the compared OMol25 structures with the same formula, charge and spin (kcal per mole): 22.4
HOMO level (eV): -0.57

Geometry (Å):
C (0.95068, 0.17289, -0.25557)
C (-2.76409, 0.23674, 0.44520)
O (-1.30726, -1.90238, 0.26055)
O (-3.94878, 0.91994, 0.30686)
O (-3.78818, -2.27401, 0.09579)
O (-2.27231, 2.72432, 0.67128)
O (-0.67796, 2.04383, -1.08394)
O (1.51570, 2.61839, 0.08384)
S (-2.57886, -1.46422, -0.43677)
S (-2.53627, 1.72536, -0.37507)
S (0.22576, 1.80927, 0.17401)
H (0.16193, -0.71310, -0.31657)
H (1.26270, 0.07604, -1.31507)
H (1.80545, -0.10313, 0.53259)
H (-2.17106, -0.01112, 1.42312)


2.
The following is a quantum chemistry calculation of C57H44N4O4P2SiW as an isolated structure, from the Open Molecules 2025 dataset.

Values from the calculation:
Spin multiplicity: 3
Expectation value of S²: 2.018
Kohn-Sham gap (alpha / beta) (eV): 7.775 / 7.595
Energy above the lowest of the compared OMol25 structures with the same formula, charge and spin (kcal per mole): 0.0
HOMO level (alpha / beta) (eV): -7.51 / -8.02

Geometry (Å):
W (0.04932, -0.04649, -0.41315)
C (3.20000, 1.42601, 1.92049)
Si (1.78068, 0.28621, 1.44822)
C (2.25356, -1.51072, 1.81679)
C (3.55590, -1.89995, 2.13699)
C (3.83718, -3.18920, 2.56035)
C (2.80940, -4.11507, 2.69010)
C (1.51305, -3.75333, 2.36459)
C (1.23605, -2.46584, 1.90184)
P (-0.46289, -1.94411, 1.44059)
C (-1.34638, -1.87730, 3.06174)
C (-0.74397, -2.36103, 4.21898)
C (-1.45829, -2.44844, 5.40647)
C (-2.78259, -2.04491, 5.46178)
C (-3.38353, -1.52686, 4.32369)
C (-2.66738, -1.43952, 3.14075)
C (-1.22527, -3.46455, 0.71265)
C (-0.46471, -4.41694, 0.03607)
C (-1.06919, -5.51061, -0.56753)
C (-2.44677, -5.66035, -0.52983)
C (-3.21762, -4.70127, 0.11106)
C (-2.61132, -3.61594, 0.72498)
C (0.67290, 0.62361, 3.00142)
C (1.05035, 0.31778, 4.31054)
C (0.20624, 0.58316, 5.37922)
C (-1.03915, 1.16677, 5.16388)
C (-1.42768, 1.50783, 3.87781)
C (-0.56844, 1.23291, 2.82019)
P (-0.83500, 1.72408, 1.09407)
C (-2.60112, 2.15343, 0.94180)
C (-3.11003, 3.44891, 0.96810)
C (-4.47302, 3.67088, 0.81986)
C (-5.34130, 2.60662, 0.63295)
C (-4.83989, 1.31443, 0.56401)
C (-3.48065, 1.09957, 0.71159)
C (0.07995, 3.31553, 1.10997)
C (1.14973, 3.53321, 0.25361)
C (1.89373, 4.70393, 0.32177)
C (1.58488, 5.66476, 1.26950)
C (0.54937, 5.43679, 2.16825)
C (-0.18950, 4.26846, 2.09526)
H (3.55536, 1.09448, 2.90012)
H (2.84155, 2.44701, 2.04472)
H (4.02995, 1.42128, 1.21869)
H (4.35814, -1.17708, 2.05353)
H (4.85411, -3.47228, 2.80135)
H (3.01587, -5.11795, 3.04100)
H (0.71801, -4.48019, 2.47402)
H (0.29478, -2.66305, 4.20960)
H (-0.96722, -2.82964, 6.29253)
H (-3.33774, -2.11857, 6.38773)
H (-4.40854, -1.18054, 4.35233)
H (-3.15624, -1.01787, 2.27868)
H (0.60625, -4.29313, -0.04920)
H (-0.45605, -6.23874, -1.08280)
H (-2.91714, -6.51204, -1.00409)
H (-4.29580, -4.79195, 0.13556)
H (-3.24160, -2.88128, 1.20224)
H (2.00424, -0.16641, 4.49577)
H (0.50647, 0.31658, 6.38521)
H (-1.70553, 1.34921, 5.99722)
H (-2.40008, 1.95400, 3.69967)
H (-2.45143, 4.29816, 1.06137)
H (-4.85172, 4.68452, 0.83231)
H (-6.40077, 2.78736, 0.50560)
H (-5.48942, 0.47743, 0.34464)
H (-3.09488, 0.10339, 0.54008)
H (1.42818, 2.76442, -0.45277)
H (2.72317, 4.85253, -0.35702)
H (2.16153, 6.57859, 1.32673)
H (0.32467, 6.16536, 2.93612)
H (-0.95865, 4.08664, 2.83508)
N (-3.17593, 5.02421, -5.12332)
C (-2.67758, 4.28523, -4.39749)
C (-2.05152, 3.35748, -3.48580)
C (-0.69355, 3.45588, -3.20513)
C (-0.10270, 2.56109, -2.33087)
C (-0.82138, 1.54386, -1.68581)
C (-2.18302, 1.47432, -2.00218)
C (-2.79404, 2.35002, -2.88468)
H (-0.09975, 4.22422, -3.68331)
H (0.96376, 2.65135, -2.18964)
H (-2.80697, 0.71678, -1.56778)
H (-3.85060, 2.25207, -3.10106)
C (-4.22542, -2.76104, -3.59835)
N (-2.88873, -2.57999, -3.04989)
C (-1.82404, -3.27753, -3.52522)
C (-0.59663, -3.16836, -2.98625)
C (-0.46759, -2.23995, -1.91416)
O (0.61893, -2.01757, -1.27843)
N (-1.50179, -1.50468, -1.49418)
C (-2.76335, -1.69752, -1.97528)
O (-3.76946, -1.19540, -1.49817)
H (-4.14925, -3.37433, -4.49302)
H (-4.65567, -1.79418, -3.84818)
H (-4.87411, -3.24627, -2.87014)
H (-2.03305, -3.93879, -4.35531)
H (0.25215, -3.72175, -3.35173)
O (0.35523, -0.13645, -3.78201)
C (1.41117, 0.06116, -3.23167)
N (1.61727, 0.27584, -1.85136)
C (2.96573, 0.12341, -1.59444)
O (3.48480, 0.03836, -0.49714)
C (3.70137, 0.04702, -2.89517)
C (5.05117, -0.00708, -3.16737)
C (5.42286, -0.08378, -4.50804)
C (4.46454, -0.11327, -5.52000)
C (3.10373, -0.06908, -5.22342)
C (2.75562, 0.01701, -3.89304)
H (5.78399, 0.00734, -2.37154)
H (6.47192, -0.12244, -4.77061)
H (4.78447, -0.17257, -6.55194)
H (2.35018, -0.09853, -5.99915)


3.
The following is a quantum chemistry calculation of the molecule C8H10N4O5S3, from the Open Molecules 2025 dataset.

Values from the calculation:
Spin multiplicity: 1
SMILES string: Cc1sc(-c2noc(N)c2S(N)(=O)=O)cc1S(N)(=O)=O
Kohn-Sham gap (eV): 9.052
Energy above the lowest of the compared OMol25 structures with the same formula, charge and spin (kcal per mole): 0.0
HOMO level (eV): -9.27

Geometry (Å):
O (3.11856, 3.11493, 0.80191)
O (1.57028, 1.57892, 1.93401)
O (-3.16155, 0.61358, 1.87634)
O (-3.65273, -1.80778, 2.27385)
N (2.37091, -0.66318, -2.03357)
O (3.22403, 0.37207, -2.54768)
S (0.43374, -2.58800, -0.64981)
C (1.71899, -0.17702, -1.01772)
C (-0.43163, -0.30981, 0.32732)
C (0.60427, -0.86444, -0.39391)
C (3.12484, 1.41588, -1.67726)
C (-1.12070, -2.56044, 0.15916)
C (2.26195, 1.09246, -0.71892)
C (-1.45898, -1.30561, 0.62681)
N (3.90982, 2.51798, -1.69763)
N (0.73685, 3.11647, 0.20183)
N (-4.07620, -0.71437, 0.18529)
C (-1.95522, -3.83276, 0.26353)
S (2.00365, 2.15747, 0.69203)
S (-3.01649, -0.79743, 1.44828)
H (-0.60243, 0.76063, 0.53678)
H (4.74190, 2.42447, -2.29556)
H (4.00008, 2.99010, -0.79844)
H (0.24617, 3.35747, 1.07945)
H (1.14164, 3.93945, -0.17900)
H (-4.63859, -1.55082, 0.30490)
H (-4.61438, 0.11978, 0.40976)
H (-2.94164, -3.57740, 0.72672)
H (-1.41666, -4.58331, 0.90147)
H (-2.12049, -4.23928, -0.73993)


4.
The following is a quantum chemistry calculation of C4H5HoO2 as an isolated structure, from the Open Molecules 2025 dataset.

Values from the calculation:
Spin multiplicity: 6
Charge: +3
Expectation value of S²: 8.756
Kohn-Sham gap (alpha / beta) (eV): 4.841 / 6.662
Energy above the lowest of the compared OMol25 structures with the same formula, charge and spin (kcal per mole): 0.0
HOMO level (alpha / beta) (eV): -17.53 / -20.32

Geometry (Å):
H (0.45842, 0.77286, -0.73285)
C (1.34934, 0.37348, -0.20246)
C (2.19326, 1.33344, 0.06277)
O (2.86309, 2.24180, 0.40058)
Ho (4.64528, 4.03687, -0.17358)
H (1.73294, -0.62906, -0.40086)
O (-1.83347, -2.72907, 0.78546)
C (-2.12573, -1.62032, 0.37369)
C (-2.69175, -0.55547, -0.06533)
H (-0.95419, -3.07845, 0.51554)
H (-2.69222, 0.33976, 0.56537)
H (-2.94498, -0.48584, -1.12832)